No. 1
40
Properties=species:S:1:pos:R:3:lowdin_charge:R:1 method="wB97M-V/def2-TZVPD" gap_ev="5.487 / 3.502" de_lowest_kcal_mol=8.8 homo_energy_ev="-1.60 / 0.39" total_charge=-2
Sr -3.37134 0.48827 -0.52993 1.496
O -5.69422 3.18067 1.87276 -0.006
C -4.93025 2.36795 1.36310 -0.655
O -4.08475 2.59814 0.41393 -0.253
C -4.92635 0.89236 1.86544 -0.680
O -4.62065 0.65789 3.03292 -0.003
O -5.18931 0.00756 0.95973 -0.257
C -3.14805 -2.97576 -0.48785 -0.073
O -2.26654 -1.88447 -0.27042 -0.203
C -0.92446 -2.13994 -0.20268 -0.225
C -0.37648 -3.41774 -0.25799 -0.111
C 1.00726 -3.53730 -0.17257 -0.714
Br 1.76864 -5.28106 -0.24265 0.649
C 1.83557 -2.45441 -0.04181 -0.124
C 1.27953 -1.15814 0.01042 -0.109
C -0.11915 -1.01353 -0.07038 -0.205
O -0.72973 0.20227 -0.02767 -0.044
C 2.10748 0.00866 0.13774 -0.283
N 1.63709 1.25555 0.19707 0.112
C 2.73860 2.07022 0.31431 -0.228
C 2.83301 3.45734 0.41522 -0.041
C 4.09755 4.01761 0.51962 -0.143
C 5.25127 3.22696 0.52545 -0.156
C 5.17610 1.84280 0.42644 -0.064
C 3.91005 1.28773 0.32257 -0.209
N 3.47752 -0.01352 0.20759 0.140
H -3.09089 -3.68605 0.33972 0.097
H -2.91773 -3.46979 -1.43370 0.099
H -4.14937 -2.55477 -0.53193 0.088
H -0.99527 -4.29411 -0.36330 0.080
H 2.90776 -2.60150 0.01788 0.077
H -0.00655 0.88918 0.07913 0.075
H 1.93958 4.06762 0.41221 0.101
H 4.19498 5.09366 0.59959 0.082
H 6.22109 3.70204 0.60903 0.076
H 6.06346 1.22431 0.43080 0.089
H 4.06705 -0.83770 0.19726 0.142
C -3.64473 -0.25209 -3.12370 -0.273
H -4.08111 0.24450 -4.00646 -0.180
H -3.24665 -1.21143 -3.50691 -0.166

No. 2
43
Properties=species:S:1:pos:R:3:lowdin_charge:R:1 method="wB97M-V/def2-TZVPD" gap_ev=8.480 smiles="N#CCSc1nnc(Cc2csc(NC(=O)CCl)n2)n1NC(=O)c1ccc(Cl)cc1" de_lowest_kcal_mol=9.3 homo_energy_ev=-8.80
N 1.59672 -2.10875 -2.06666 0.156
O -1.82137 -1.12514 1.97554 0.059
O 1.49854 8.22092 0.82225 0.044
Cl 0.98309 -7.18857 3.05392 0.647
Cl -1.37916 8.19985 1.24655 0.578
C 0.75733 -1.63287 -2.70278 -0.284
N 1.05756 4.19500 1.51011 0.099
N -1.70709 1.65604 -1.47859 0.032
N -1.19601 2.35923 -0.45707 0.095
S 3.49691 3.82866 0.72956 1.026
S -1.82993 -0.89166 -2.46017 0.976
C -0.81753 -1.63629 1.44720 -0.395
C 1.16557 7.11035 1.16839 -0.486
C 2.15903 4.85635 1.19987 -0.589
C -1.38281 0.41026 -1.36683 -0.656
C -0.58987 1.52810 0.32023 -0.260
C 2.41251 2.41755 0.92221 -0.310
C 1.17522 2.84415 1.37424 -0.382
C -0.71946 -5.04045 3.11097 -0.087
C 1.22699 -4.80863 1.68729 -0.086
C -1.08607 -3.74258 2.76837 0.000
C 0.85557 -3.49266 1.32357 -0.003
C 0.48428 -5.55679 2.59991 -0.632
C -0.33165 -2.95215 1.87052 -0.137
N 2.19978 6.22019 1.08115 0.101
N -0.25925 -1.05230 0.31164 0.135
N -0.66791 0.22649 -0.23285 0.039
C -0.29082 -0.93980 -3.43935 -0.441
C -0.32111 6.76170 1.43202 -0.492
C 0.06887 1.87167 1.60248 -0.057
H 2.65583 1.41344 0.67566 0.060
H -1.27873 -5.62799 3.84446 0.112
H 2.13243 -5.29455 1.30437 0.110
H -2.00109 -3.31037 3.20671 0.131
H 1.48984 -2.96301 0.62266 0.090
H 3.05089 6.60794 0.77894 0.131
H 0.50422 -1.60054 -0.12141 0.086
H -0.46940 -1.54128 -4.34323 0.090
H 0.02283 0.08086 -3.71498 0.103
H -0.43650 6.37929 2.44355 0.070
H -0.65659 5.94686 0.74640 0.086
H -0.64588 2.30785 2.25358 0.120
H 0.44444 0.96574 2.08028 0.122

No. 3
35
Properties=species:S:1:pos:R:3:lowdin_charge:R:1 method="wB97M-V/def2-TZVPD" gap_ev=6.813 homo_energy_ev=-12.67 total_charge=+1
F -3.12624 3.11728 -1.25895 0.064
C -2.83345 1.77530 -1.23190 -0.215
C -3.88060 0.86861 -1.26478 0.083
C -3.53177 -0.47730 -1.24334 -0.222
F -4.53504 -1.41490 -1.27392 0.061
C -2.21458 -0.91389 -1.10945 0.031
C -1.20850 0.02918 -0.86444 -0.168
C 0.08569 -0.45392 -0.20595 -0.159
C 1.41084 0.02487 -0.84669 -0.163
C 2.43647 -0.91461 -1.04134 0.025
C 3.75826 -0.47585 -1.17683 -0.223
F 4.76861 -1.40740 -1.17624 0.061
C 4.09631 0.87077 -1.23569 0.075
C 3.04555 1.76369 -1.27627 -0.216
F 3.32696 3.10915 -1.32855 0.063
C 1.69560 1.37701 -1.17904 0.058
C -1.49398 1.39779 -1.08119 0.053
H -4.92052 1.19364 -1.33223 0.148
H -1.97901 -1.97642 -1.11984 0.134
H 0.09659 -1.57683 -0.23384 0.155
H 2.21933 -1.98143 -1.00466 0.133
H 5.14045 1.20284 -1.28727 0.151
H 0.94272 2.13287 -1.29971 0.096
H -0.74121 2.16785 -1.06860 0.099
C -1.13218 -0.57628 2.23606 -0.066
C -0.63870 -1.76784 3.02607 -0.051
O 0.85980 -1.72615 2.92868 0.110
C 1.15856 -0.77046 2.07385 0.115
C 0.07881 -0.06658 1.32493 -0.142
H -2.05032 -0.77629 1.68999 0.125
H -1.36032 0.22163 2.96087 0.137
H -0.89437 -1.77930 4.09398 0.151
H -0.96509 -2.69760 2.57412 0.139
H 2.22239 -0.52903 1.92390 0.181
H 0.16294 1.02959 1.30826 0.174

No. 4
36
Properties=species:S:1:pos:R:3:lowdin_charge:R:1 method="wB97M-V/def2-TZVPD" gap_ev=8.354 smiles="Cc1nn(-c2cccc(N)c2)c2oc3cc(O)ccc3c(=O)c12" de_lowest_kcal_mol=0.0 homo_energy_ev=-8.04
O -1.21344 -3.23663 -2.11054 0.066
N 1.98524 -1.47367 0.02956 0.160
O -5.51358 1.47210 -1.53597 0.074
O -0.99196 0.55631 -0.58433 0.097
C -1.23280 -2.12933 -1.54317 -0.305
C 1.16867 -2.28694 -0.56627 -0.252
C -0.03232 -1.62899 -0.95610 -0.050
C 0.06667 -0.36390 -0.50104 -0.099
C 1.69484 3.22581 1.52907 -0.076
C -4.65696 -0.67699 -1.94784 0.007
C -3.22775 0.98041 -0.99197 0.058
C -3.60788 -1.61265 -1.96883 0.033
C 2.79848 3.05203 2.37984 -0.046
C 1.21933 2.15304 0.74488 -0.038
C 2.86799 0.70830 1.72702 0.016
C -4.44352 0.62053 -1.50706 -0.306
C -2.18916 0.09841 -1.05808 -0.180
C -2.34380 -1.20449 -1.54666 -0.079
C 3.38054 1.77407 2.47741 -0.332
C 1.77786 0.86174 0.86453 -0.162
N 4.48402 1.54226 3.27481 0.085
N 1.32050 -0.25634 0.10189 0.011
C 1.57084 -3.72667 -0.77726 -0.011
H -5.20868 2.36395 -1.42247 0.097
H 1.24801 4.21844 1.40482 0.105
H -5.63655 -0.99556 -2.32934 0.126
H -3.03675 1.96312 -0.57168 0.141
H -3.75619 -2.61486 -2.31962 0.121
H 3.22686 3.85930 2.94783 0.097
H 0.42809 2.38937 0.04932 0.093
H 3.33623 -0.27234 1.82585 0.109
H 4.78001 2.30891 3.88696 0.102
H 4.69379 0.57075 3.50589 0.100
H 1.57172 -3.97428 -1.85348 0.092
H 0.90314 -4.38051 -0.22929 0.082
H 2.56852 -3.88473 -0.42867 0.063

No. 5
37
Properties=species:S:1:pos:R:3:lowdin_charge:R:1 method="wB97M-V/def2-TZVPD" gap_ev="7.619 / 5.483" de_lowest_kcal_mol=26.6 homo_energy_ev="-19.48 / -19.50" total_charge=+3 multiplicity=5
Pd 0.47780 -0.68560 0.03270 1.135
C 5.65580 -2.41890 0.00100 0.088
C 5.98650 -1.06380 0.00250 0.030
C 5.00940 -0.09640 0.00070 0.084
C 3.64920 -0.49660 -0.00800 -0.187
C 3.31980 -1.87660 -0.01200 0.014
C 4.31320 -2.82510 -0.00530 0.024
N 2.60860 0.36570 -0.00930 0.015
N 2.67830 1.60120 -0.00510 0.161
C 1.59010 2.39870 0.00270 -0.268
C 1.72650 3.79550 -0.00200 0.111
C 0.58120 4.57340 -0.00010 0.038
C -0.66170 3.95980 0.00320 0.083
C -0.71310 2.55400 0.01080 -0.042
N 0.36480 1.80970 0.01410 0.086
H 6.43840 -3.16410 0.00250 0.154
H 7.02680 -0.76280 0.00350 0.148
H 5.24850 0.95860 0.00400 0.141
H 2.24020 -2.14470 -0.02270 0.073
H 4.08340 -3.88110 -0.00680 0.139
H 2.71930 4.22420 -0.00720 0.150
H 0.65740 5.65610 -0.00220 0.150
H -1.57710 4.53230 0.00100 0.148
H -1.67790 2.04480 0.01190 0.129
O -3.77550 -1.06560 0.00570 0.391
C -2.59480 -1.11800 -0.01320 -0.455
O -1.66890 -0.28910 -0.04530 -0.038
C -1.99770 -2.65780 0.00270 -0.133
C -2.91790 -3.68370 -0.00180 0.053
C -2.39130 -4.97170 -0.00020 0.036
C -1.02200 -5.16180 0.00450 0.021
C -0.18490 -4.05160 0.01250 -0.068
N -0.69010 -2.81360 0.01340 0.034
H -3.98220 -3.47260 -0.00700 0.148
H -3.07330 -5.81850 -0.00300 0.150
H -0.58810 -6.15430 0.00350 0.140
H 0.89110 -4.17370 0.01830 0.116

No. 6
36
Properties=species:S:1:pos:R:3:lowdin_charge:R:1 method="wB97M-V/def2-TZVPD" gap_ev=8.190 smiles="CSc1ncccc1C(=O)OCC(=O)c1cc2ccccc2o1" de_lowest_kcal_mol=17.7 homo_energy_ev=-8.32
C -3.36427 1.79401 3.18345 -0.378
H -2.95819 2.10070 4.14052 0.030
H -3.86641 2.62787 2.70656 0.031
H -4.04084 0.95477 3.30333 0.027
S -2.01249 1.20947 2.11013 0.998
C -1.07013 2.66218 2.04087 -0.517
N -1.51841 3.71737 2.71265 0.050
C -0.82483 4.83679 2.67667 -0.126
C 0.36280 4.98831 1.97211 -0.052
C 0.84318 3.89736 1.26945 0.008
C 0.12772 2.70499 1.29571 -0.119
C 0.55004 1.50585 0.57422 -0.451
O -0.07847 0.46768 0.57003 0.041
O 1.70886 1.64617 -0.08635 0.026
C 2.08249 0.49009 -0.81990 -0.060
C 0.93301 0.05965 -1.73893 -0.326
O 0.26560 0.87060 -2.33907 0.132
C 0.72145 -1.37697 -1.84873 -0.170
C -0.27314 -2.03888 -2.51942 0.100
C -0.05687 -3.42251 -2.28826 -0.147
C -0.69717 -4.60167 -2.67522 -0.020
C -0.17313 -5.79647 -2.23955 -0.090
C 0.96817 -5.84179 -1.43199 -0.080
C 1.62077 -4.69333 -1.03446 0.007
C 1.09384 -3.48602 -1.47013 -0.198
O 1.55828 -2.24678 -1.21054 0.102
H 2.49957 -4.72271 -0.41068 0.117
H 1.34536 -6.80117 -1.11172 0.103
H -0.64825 -6.72382 -2.52218 0.101
H -1.57767 -4.56596 -3.29740 0.113
H -1.05324 -1.57846 -3.08990 0.132
H 2.34801 -0.32206 -0.13696 0.135
H 2.94650 0.78304 -1.42033 0.149
H 1.75784 3.95170 0.69960 0.123
H 0.88887 5.92906 1.97407 0.100
H -1.24894 5.65487 3.24478 0.110